[1]
{"formula": "C6H8O2", "method": "wB97M-V/def2-TZVPD", "relative_energy_kcal_mol": 124.2, "gap_ev": [8.630, 8.630], "total_charge": 0, "elements": ["C", "C", "C", "C", "O", "C", "C", "O", "H", "H", "H", "H", "H", "H", "H", "H"], "positions_angstrom": [[-0.51776, -0.65105, -0.38021], [0.01219, -1.50007, 0.76297], [0.46325, 1.63808, 0.89029], [-0.54435, 0.96964, 0.01417], [-1.73918, -0.90819, -0.86669], [0.52746, 0.03811, -1.32547], [1.26589, -0.60537, -2.03438], [-1.73440, 1.38342, -0.07896], [-2.28091, 0.10719, -0.62901], [-0.67668, -1.41504, 1.60326], [0.03854, -2.53185, 0.41713], [1.00974, -1.20274, 1.07187], [1.36198, 1.04069, 1.01471], [0.75807, 2.57305, 0.41037], [0.02035, 1.89974, 1.85047], [2.03580, -0.83561, -2.72052]]}

=====

[2]
{"formula": "C6H8O2", "method": "wB97M-V/def2-TZVPD", "relative_energy_kcal_mol": 11.5, "gap_ev": 10.062, "total_charge": 0, "smiles": "CCC1=COC(=O)C1", "elements": ["C", "C", "C", "C", "O", "C", "O", "C", "H", "H", "H", "H", "H", "H", "H", "H"], "positions_angstrom": [[1.13173, -1.14222, -1.34719], [-0.01999, -1.38177, -0.39135], [-0.26560, -0.15868, 0.46135], [0.23625, 0.13526, 1.61890], [0.07262, 1.44666, 1.99144], [-0.75421, 2.05043, 1.05682], [-1.06923, 3.20838, 1.12660], [-1.00057, 1.03676, -0.02384], [2.06521, -0.91706, -0.84965], [1.28465, -1.99647, -2.02731], [0.93462, -0.32374, -2.03207], [0.19219, -2.29201, 0.17824], [-0.95055, -1.57164, -0.93723], [0.80436, -0.48308, 2.30995], [-2.09042, 0.88180, -0.25517], [-0.57105, 1.50738, -0.87947]]}

=====

[3]
{"formula": "C6H8O2", "method": "wB97M-V/def2-TZVPD", "relative_energy_kcal_mol": 122.7, "gap_ev": 7.542, "total_charge": 0, "elements": ["C", "C", "C", "C", "C", "C", "O", "O", "H", "H", "H", "H", "H", "H", "H", "H"], "positions_angstrom": [[1.76305, 0.46783, 0.25830], [-0.81621, 0.79451, 0.11033], [-0.91781, -0.12502, -1.01965], [0.41556, -0.00721, 0.69556], [-0.78215, -0.87404, -2.06414], [0.18737, -1.04229, 1.51804], [-1.91831, 0.72890, 1.01882], [-0.62351, 1.90656, -0.56028], [-2.38722, 1.56137, 0.86640], [2.55480, -0.19351, 0.61544], [1.92617, 1.48366, 0.62229], [1.85487, 0.52445, -0.82876], [-0.35165, -1.86695, -2.01631], [-1.08734, -0.48248, -3.03140], [-0.82052, -1.32940, 1.78887], [1.00289, -1.54637, 2.02648]]}

=====

[4]
{"formula": "C6H8O2", "method": "wB97M-V/def2-TZVPD", "relative_energy_kcal_mol": 57.2, "gap_ev": 9.597, "total_charge": 0, "smiles": "CO[C@@]12C[C@@H]1C=CO2", "elements": ["C", "O", "C", "C", "C", "C", "C", "O", "H", "H", "H", "H", "H", "H", "H", "H"], "positions_angstrom": [[-1.97151, 1.58965, -0.15796], [-1.61915, 0.20235, -0.07957], [-0.25766, 0.05705, 0.13230], [0.35976, 0.24125, 1.45064], [0.37042, -1.17124, 0.75379], [1.53830, -1.43946, -0.10203], [1.60822, -0.45525, -1.02820], [0.49833, 0.35780, -1.02862], [-3.05537, 1.59251, -0.29796], [-1.67986, 2.18265, 0.71122], [-1.61897, 2.00723, -1.10056], [1.30372, 0.73045, 1.44081], [-0.30257, 0.35941, 2.30545], [-0.25717, -1.91260, 1.20840], [2.27793, -2.23318, 0.05433], [2.41367, -0.13960, -1.74737]]}

=====

[5]
{"formula": "C6H8O2", "method": "wB97M-V/def2-TZVPD", "relative_energy_kcal_mol": 115.5, "gap_ev": 9.840, "total_charge": 0, "smiles": "O[C@]12C[C@H]1O[C@@H]1C[C@@H]12", "elements": ["O", "C", "C", "C", "O", "C", "C", "C", "H", "H", "H", "H", "H", "H", "H", "H"], "positions_angstrom": [[-1.68553, -1.17451, -0.53597], [-0.81196, -0.32578, 0.12556], [-1.33228, 0.97000, 0.60770], [-0.64737, 0.87288, -0.59306], [0.65516, 1.45840, -0.54469], [1.38360, 0.42984, 0.20111], [1.57863, -0.93844, -0.43002], [0.60367, -0.80200, 0.59071], [-2.25583, -1.46621, 0.30070], [-0.85710, 1.57844, 1.40819], [-2.43172, 1.01642, 0.11156], [-1.14537, 1.04003, -1.61885], [2.02783, 0.95435, 0.87341], [2.62843, -1.46269, -0.36119], [1.48617, -0.76360, -1.57029], [0.80365, -1.38714, 1.43512]]}

=====

[6]
{"formula": "C6H8O2", "method": "wB97M-V/def2-TZVPD", "relative_energy_kcal_mol": 116.7, "gap_ev": 9.156, "total_charge": 0, "smiles": "C#C/C(=C/OC)OC", "elements": ["C", "C", "C", "C", "O", "C", "O", "C", "H", "H", "H", "H", "H", "H", "H", "H"], "positions_angstrom": [[-3.04058, -0.70158, 0.09393], [-1.85362, -0.58825, -0.10414], [-0.40634, -0.34562, -0.03424], [0.62634, -1.24066, 0.12613], [1.94120, -1.04255, -0.01348], [2.41682, 0.31497, 0.02443], [-0.03837, 0.87537, -0.52668], [-0.61039, 1.92858, 0.29104], [-4.01545, -1.02250, 0.01960], [0.43948, -2.37487, 0.33938], [2.17219, 0.97817, -0.79835], [3.41805, 0.20914, 0.22658], [1.98184, 0.68138, 1.03584], [-0.43412, 2.79256, -0.53152], [-1.62632, 1.66843, 0.42809], [0.04842, 2.20044, 1.21864]]}

=====

[7]
{"formula": "C6H8O2", "method": "wB97M-V/def2-TZVPD", "relative_energy_kcal_mol": 112.9, "gap_ev": 10.749, "total_charge": 0, "smiles": "C=C(C)C(=O)O.C#C", "elements": ["C", "C", "C", "C", "O", "O", "H", "H", "H", "H", "H", "H", "C", "C", "H", "H"], "positions_angstrom": [[1.60403, -0.87813, -1.07894], [0.83793, -0.17592, -0.24026], [1.31662, 1.04498, 0.49201], [-0.40914, -1.03652, 0.44831], [-0.61625, -2.17866, 0.12448], [-0.57784, -0.53788, 1.69922], [2.54348, -0.49516, -1.45297], [1.24288, -1.81191, -1.48723], [0.51454, 1.78153, 0.54366], [2.17354, 1.49225, -0.01004], [1.58958, 0.80190, 1.51824], [-1.31392, -1.01667, 2.10892], [-1.86662, 0.26027, -0.69654], [-2.79104, 1.01039, -0.50716], [-0.65284, 0.04184, -1.00750], [-3.59495, 1.69767, -0.45422]]}

=====

[8]
{"formula": "C6H8O2S", "method": "wB97M-V/def2-TZVPD", "relative_energy_kcal_mol": 115.4, "gap_ev": [7.643, 8.303], "total_charge": 0, "elements": ["C", "C", "C", "C", "C", "C", "O", "O", "S", "H", "H", "H", "H", "H", "H", "H", "H"], "positions_angstrom": [[1.82321, 1.49090, -1.02161], [1.05446, 0.91597, -0.31057], [-0.48100, -1.18492, -0.42664], [-0.96000, 0.81240, 0.86440], [0.19456, 0.08918, 0.51813], [1.07128, -0.33060, 1.67020], [-2.47952, 0.02070, -3.28046], [-0.77712, -0.70001, -1.71517], [-2.35348, -0.85801, -2.12975], [2.66579, 2.10510, -1.43752], [0.37017, -1.97202, -0.56267], [-1.33889, -1.49493, 0.10486], [-1.54850, 0.60119, 1.66191], [-1.24424, 1.75086, 0.45450], [0.62529, -0.24080, 2.65877], [1.92518, 0.38276, 1.49419], [1.45280, -1.38777, 1.45743]]}